1.
The following is a quantum chemistry calculation of 8 unconnected molecules or ions with the total composition C43H59BrCl2F3N10O3, from the Open Molecules 2025 dataset.

XYZ file:
```
121
Properties=species:S:1:pos:R:3:forces:R:3
C 2.943054 -1.173728 4.861288 1.0 -1.1 -0.4
C 3.807804 -1.155546 3.536398 -0.9 1.4 -1.1
Cl 5.274512 -2.209036 3.343175 -2.2 1.2 0.4
C 3.446558 -0.302434 2.500855 1.7 -1.2 0.1
Cl 4.427528 -0.231562 0.957788 -1.4 0.1 1.8
N 2.304398 0.622217 2.535051 -0.7 -0.8 -0.4
C 2.414238 2.041194 3.055836 -0.1 -0.3 0.6
C 1.136241 0.215139 2.052171 -1.4 -0.7 -1.0
N -0.057723 1.078991 1.996903 2.6 -1.6 -2.6
C -1.143361 0.190002 1.434750 -1.8 -1.3 1.0
C -2.143863 0.861899 0.370109 0.8 0.5 0.8
C -3.338368 1.649786 1.084809 -0.4 -0.6 -0.4
C -4.285628 0.655147 1.930376 -0.3 0.9 -1.2
Br -3.963826 0.827658 3.898921 -0.1 -0.3 -1.1
C -0.508914 -1.233249 1.036662 2.0 0.8 0.5
C -0.336889 -1.595165 -0.510046 -0.9 0.9 -0.6
O 1.050811 -1.982068 -0.742541 -0.8 -0.2 -2.4
C 1.340006 -2.021400 -2.097470 1.2 -1.5 -1.0
F 0.317111 -2.562016 -2.906114 2.1 1.4 1.9
F 2.489199 -2.867485 -2.230248 -2.4 2.5 0.4
F 1.696712 -0.809309 -2.654863 -0.9 -1.9 1.2
O -0.998456 -2.216985 1.951014 -0.8 0.4 -1.6
C -2.214282 -2.857260 1.486738 -0.6 -2.0 -0.6
C -3.133687 -3.326935 2.691094 -0.8 0.4 -0.5
C -4.408298 -4.143072 2.166723 0.4 0.0 0.6
O -2.460529 -4.177525 3.637196 0.3 0.6 -0.8
N 0.934151 -1.104724 1.491787 -0.6 2.8 3.3
H 3.399132 -1.951935 5.559421 -0.6 1.3 -0.8
H 2.969713 -0.147660 5.325942 -0.2 -1.2 -0.4
H 1.895918 -1.550725 4.635844 1.2 0.7 0.3
H 1.878033 2.726658 2.337425 0.9 -0.7 0.9
H 3.514001 2.269079 3.173463 -1.4 -0.1 -0.3
H 1.882563 2.041056 4.062089 0.8 0.3 -1.3
H 0.209258 1.689014 1.193314 -0.3 0.5 0.9
H -1.687550 -0.094011 2.400654 0.2 0.4 -1.6
H -2.558457 0.067904 -0.334825 0.5 1.0 1.0
H -1.497211 1.574642 -0.245910 -1.0 -0.8 0.5
H -4.007086 2.096973 0.273488 1.0 -0.6 1.0
H -2.976553 2.524152 1.711073 -0.3 -1.2 -0.7
H -4.187060 -0.422779 1.575623 0.0 1.4 0.8
H -5.361722 0.983644 1.744999 1.4 -0.6 0.5
H -1.049498 -2.376942 -0.901362 0.8 0.7 0.7
H -0.501888 -0.657844 -1.144742 0.0 -1.1 1.0
H -2.777909 -2.242510 0.703743 0.6 -0.5 1.4
H -1.887069 -3.803302 0.927522 -0.5 1.1 0.7
H -3.539178 -2.417543 3.235383 0.7 -0.8 -0.5
H -5.299699 -3.831912 2.791648 0.9 -0.4 -0.9
H -4.622145 -3.991920 1.065535 0.2 -0.1 1.3
H -4.220759 -5.240963 2.387921 -0.2 1.4 -0.5
H -1.496114 -4.044074 3.608491 -0.6 0.1 0.0
H 0.964176 -1.682573 2.353202 0.6 -0.5 -0.9
N -7.879483 2.853670 0.911744 0.0 -0.1 0.0
C -8.796132 2.326984 1.784345 -0.1 0.0 0.1
C -9.915913 1.988514 1.067587 0.1 0.0 0.2
C -9.665167 2.317123 -0.288673 0.2 0.1 -0.2
C -8.400804 2.846197 -0.355481 0.0 0.0 -0.1
H -6.966611 3.192427 1.161854 -0.1 0.1 -0.1
H -8.572595 2.240861 2.836497 -0.1 0.0 -0.1
H -10.815629 1.551844 1.473012 0.1 0.0 0.0
H -10.335979 2.180831 -1.122953 0.1 0.0 0.1
H -7.829038 3.218090 -1.191390 -0.1 0.0 0.0
N 0.987649 -7.027670 -4.736166 0.0 0.0 0.4
C 1.928467 -6.183711 -4.209988 0.1 0.1 0.0
C 1.294871 -5.318074 -3.351676 0.0 -0.4 -0.2
C -0.082056 -5.663021 -3.358501 -0.1 -0.1 -0.1
C -0.239366 -6.720447 -4.218348 -0.2 -0.1 0.0
H 1.171360 -7.760793 -5.398976 0.0 0.0 0.2
H 2.966155 -6.270413 -4.492034 -0.1 0.0 0.0
H 1.745551 -4.530705 -2.783351 0.1 -0.4 -0.2
H -0.871155 -5.188181 -2.795031 0.0 0.0 -0.1
H -1.116910 -7.278116 -4.506239 0.0 0.1 0.0
N 8.234462 -0.636679 4.102696 0.1 0.0 0.0
C 9.586214 -0.573828 3.895898 0.0 0.0 0.0
C 10.074067 0.492728 4.609119 0.1 -0.2 -0.1
C 8.976688 1.092593 5.275783 -0.2 0.0 0.1
C 7.855275 0.372700 4.946850 -0.1 0.0 0.0
H 7.615047 -1.317940 3.698889 0.2 0.2 0.1
H 10.082308 -1.290204 3.260059 0.0 0.1 0.1
H 11.105978 0.805970 4.648111 -0.1 0.0 0.0
H 9.004919 1.954669 5.924622 0.0 -0.1 0.0
H 6.823122 0.491594 5.238700 0.1 0.0 0.0
N -0.031685 -7.618897 -8.376383 0.0 0.1 0.0
C 0.765647 -6.602537 -7.918800 0.1 0.0 0.0
C 1.093771 -5.808886 -8.989589 0.0 0.0 0.2
C 0.467196 -6.362826 -10.134158 -0.1 -0.1 -0.1
C -0.222197 -7.476741 -9.725005 0.0 0.0 -0.1
H -0.418058 -8.354659 -7.810503 0.0 0.1 -0.1
H 1.030270 -6.533440 -6.876284 -0.1 0.2 -0.4
H 1.714648 -4.926784 -8.953567 0.0 -0.1 0.0
H 0.515148 -5.987345 -11.144834 0.0 0.0 0.1
H -0.828860 -8.178917 -10.275026 0.1 0.1 0.0
N 4.187458 -0.370982 -4.195789 0.0 0.1 -0.1
C 4.976318 0.648826 -3.734592 0.0 0.0 0.0
C 5.305327 1.445771 -4.802860 0.0 0.0 0.2
C 4.687491 0.889241 -5.950336 -0.1 -0.1 -0.1
C 4.002496 -0.229152 -5.544610 0.0 0.0 0.0
H 3.803522 -1.108627 -3.631715 0.1 0.1 -0.1
H 5.235828 0.718202 -2.689573 0.0 0.0 -0.1
H 5.921088 2.331300 -4.763140 0.0 -0.1 0.0
H 4.738061 1.265638 -6.960520 0.0 0.0 0.1
H 3.402344 -0.934673 -6.097758 0.1 0.1 0.0
N -4.592558 4.790590 2.682757 0.0 -0.1 -0.1
C -5.301726 5.907467 2.326688 0.0 0.1 0.0
C -4.409642 6.933852 2.141529 -0.2 0.0 0.0
C -3.113694 6.416998 2.389902 0.2 -0.2 0.0
C -3.257102 5.092010 2.718951 0.1 0.0 0.0
H -4.990639 3.888522 2.886021 0.1 0.1 0.1
H -6.376681 5.875323 2.237568 0.1 0.1 0.0
H -4.661012 7.944166 1.858009 0.0 -0.1 0.0
H -2.179732 6.954984 2.333526 -0.1 0.0 0.0
H -2.526754 4.340174 2.976411 0.0 0.1 0.1
N 0.499295 7.879110 2.298861 0.0 0.0 0.0
C 1.288726 8.892093 2.775222 0.1 0.0 0.0
C 1.629857 9.696010 1.716515 0.0 0.0 0.2
C 1.019472 9.152238 0.558526 -0.1 -0.2 -0.1
C 0.326277 8.033982 0.948141 0.0 -0.1 -0.1
H 0.107123 7.138283 2.853687 0.0 0.1 0.0
H 1.539541 8.951893 3.822685 0.0 0.0 -0.1
H 2.248807 10.578429 1.769092 -0.1 -0.1 0.0
H 1.080394 9.537389 -0.447807 0.0 0.0 0.1
H -0.272461 7.335992 0.383497 0.0 0.1 0.0
```
Forces are in eV/Å.

Summary:
Total charge: +1
2S+1: 1
E_tot (eV): -169818.93601
HOMO-LUMO gap (eV): 5.75
HOMO energy (eV): -9.5
ΔE to the lowest compared entry with this formula, charge and spin (kJ/mol): 405.3
Max |F| (Eh/bohr): 0.085

Mulliken atomic charge list, values in e, 99 entries: -0.913, 0.510, -0.200, -0.172, -0.092, 0.230, -0.886, 0.119, -0.437, 0.169, -0.775, -0.355, -0.536, -0.133, 1.227, -0.951, -0.314, 0.903, -0.249, -0.327, -0.263, -0.457, -0.658, 0.783, -1.273, -0.545, -0.245, 0.380, 0.264, 0.229, 0.348, 0.313, 0.356, 0.496, -0.251, 0.377, 0.495, 0.408, -0.165, 0.152, 0.405, 0.400, 0.488, 0.298, 0.248, 0.004, 0.325, 0.316, 0.365, 0.311, 0.223, 0.135, -0.338, -0.543, -0.394, -0.547, 0.161, 0.370, 0.400, 0.396, 0.373, -0.038, -0.987, 0.040, -0.402, -0.655, 0.330, 0.374, 0.561, 0.395, 0.363, 0.199, -0.473, -0.420, -0.552, -0.305, 0.109, 0.362, 0.390, 0.378, 0.345, 0.071, -0.016, -0.575, -0.455, -0.456, 0.194, 0.067, 0.404, 0.395, 0.379, 0.058, -0.449, -0.466, -0.563, -0.338, 0.201, 0.368, 0.394

2.
The following is a quantum chemistry calculation of a molecular structure, C43H60N7O2ReS2, from the Open Molecules 2025 dataset.

XYZ file:
```
115
Properties=species:S:1:pos:R:3:forces:R:3
Re 0.666539 0.087858 0.486980 -1.6 -0.1 -0.2
C 2.108397 -0.060802 5.391205 -0.1 -0.1 0.0
S 0.358207 -0.467371 5.282717 -0.1 0.1 0.0
C 0.150901 -0.610673 3.487986 0.3 0.3 -0.1
S 0.654101 0.961642 2.649209 0.6 -0.5 -1.0
N 0.758976 -1.746853 2.949930 -0.2 0.0 0.3
N 0.961917 -1.667900 1.665536 0.1 0.0 -0.1
C 1.353252 -2.750475 1.045740 0.0 -0.2 -0.2
C 1.566769 -2.635690 -0.351644 -0.1 0.2 -0.1
C 2.001728 -3.699515 -1.142497 0.1 -0.2 -0.2
C 2.131511 -3.517699 -2.498796 0.1 -0.1 0.0
C 1.851844 -2.267906 -3.052463 0.1 0.0 -0.1
C 1.471364 -1.241800 -2.226721 -0.1 0.1 0.2
N 1.291238 -1.423230 -0.902121 0.4 -0.2 0.5
H 2.281820 0.154035 6.444968 0.0 0.0 0.0
H 2.334139 0.828291 4.803474 0.0 -0.1 0.1
H 2.730338 -0.899136 5.087991 0.0 0.0 0.0
H 1.461431 -3.681366 1.585667 0.0 0.1 0.0
H 2.216021 -4.652209 -0.668720 0.0 0.1 -0.1
H 2.461772 -4.334843 -3.129644 0.0 0.1 0.0
H 1.934824 -2.090672 -4.114323 0.0 0.0 0.0
H 1.245048 -0.260522 -2.618263 0.0 0.0 0.1
C 4.780991 -0.047626 3.007085 0.0 0.0 0.1
C 3.988281 -0.967831 2.067852 0.2 0.0 -0.1
C 4.112536 -2.447334 2.495216 0.1 0.1 0.0
C 4.482925 -0.760887 0.647863 -0.2 0.1 -0.1
C 5.716945 -1.335331 0.351316 0.0 -0.1 0.0
C 6.336692 -1.143572 -0.866722 0.1 -0.1 0.1
C 5.721380 -0.351491 -1.814404 0.0 0.0 -0.2
C 4.485822 0.245159 -1.584276 -0.1 0.1 0.0
C 3.957675 1.135015 -2.717221 0.3 -0.1 -0.1
C 4.061423 0.449360 -4.095653 0.0 0.1 0.1
C 4.736225 2.458890 -2.800948 0.0 0.1 0.0
C 3.846642 0.027286 -0.333078 0.1 0.3 -0.1
N 2.588053 0.739400 -0.086352 -0.1 -0.1 0.4
C 2.609152 2.021638 -0.392858 0.5 -0.3 0.2
C 1.442340 2.743652 -0.480830 -0.5 0.0 0.1
C 1.230462 4.061454 -0.862402 0.1 0.3 -0.1
C -0.135650 4.266324 -0.772565 -0.1 0.1 0.0
C -0.737155 3.080109 -0.310375 0.2 0.1 0.0
N 0.237004 2.109738 -0.178093 -0.2 -0.4 0.1
C -2.199103 3.053862 0.135525 0.2 0.0 0.1
C -2.233419 3.119576 1.674153 0.0 0.1 -0.1
C -2.955305 1.817147 -0.327536 -0.1 0.0 -0.1
C -2.929304 4.285037 -0.411383 0.0 0.1 0.0
H 4.364464 -0.066886 4.018935 0.1 0.0 -0.2
H 4.762642 0.985797 2.651068 0.0 0.0 0.0
H 5.827227 -0.365002 3.063940 -0.1 0.1 0.0
H 2.955260 -0.662600 2.135314 -0.2 0.0 0.0
H 5.043880 -2.624797 3.047415 -0.2 0.0 -0.1
H 4.109387 -3.111157 1.628491 0.0 0.0 0.0
H 3.282610 -2.745731 3.136157 0.0 0.1 0.1
H 6.206982 -1.934729 1.113962 -0.1 0.1 -0.1
H 7.302839 -1.594138 -1.071801 -0.1 0.1 0.0
H 6.215953 -0.184494 -2.767146 -0.1 0.0 0.1
H 2.913141 1.375592 -2.535772 -0.1 -0.1 -0.1
H 5.065547 0.566995 -4.511197 -0.1 0.0 0.0
H 3.363299 0.907606 -4.803253 0.1 0.0 0.1
H 3.853466 -0.613898 -4.034790 -0.1 -0.1 0.0
H 5.807273 2.259276 -2.882991 -0.1 0.0 0.0
H 4.589099 3.107287 -1.932945 0.1 0.0 -0.2
H 4.427406 3.018451 -3.688555 0.0 0.0 0.1
H 3.557331 2.500939 -0.596904 -0.1 0.0 0.1
H 1.995533 4.763609 -1.177142 -0.2 -0.1 0.1
H -0.659219 5.185796 -0.993668 0.1 -0.2 0.0
H -1.742643 2.251840 2.111269 0.0 0.0 0.0
H -3.273261 3.149324 2.020608 0.1 0.0 -0.1
H -1.719883 4.016685 2.035416 -0.1 -0.1 0.0
H -2.429407 0.919063 -0.037466 0.0 -0.1 0.1
H -3.087514 1.836595 -1.410392 0.0 -0.1 0.0
H -3.948533 1.793270 0.134244 0.1 0.0 -0.1
H -2.549976 5.210510 0.029915 -0.1 -0.1 -0.1
H -3.989762 4.208036 -0.158153 0.1 0.0 0.0
H -2.845322 4.355080 -1.501109 0.0 0.0 0.1
C -1.523661 -1.106418 -4.877621 0.1 -0.1 0.0
C -2.309417 -0.524765 -3.703191 0.0 0.0 0.1
C -3.022269 0.747209 -4.153935 0.1 0.1 0.0
C -3.340836 -1.543850 -3.227703 -0.1 0.0 0.1
N -1.323326 -0.171062 -2.624078 0.0 -0.5 -0.3
N -1.354100 -0.852935 -1.376234 0.5 1.0 -0.3
H -2.191300 -1.392556 -5.698244 0.1 0.0 0.1
H -0.969677 -1.994495 -4.556476 0.0 0.1 -0.1
H -0.807196 -0.368187 -5.254315 -0.1 -0.1 0.0
H -3.637844 0.548415 -5.035178 0.1 0.0 0.1
H -2.294990 1.523375 -4.422538 -0.1 -0.1 0.0
H -3.675088 1.132613 -3.368300 0.0 0.0 0.0
H -4.051089 -1.734725 -4.036145 0.1 0.0 0.1
H -3.908688 -1.172811 -2.368785 0.0 0.0 -0.1
H -2.881721 -2.500987 -2.963055 0.0 0.1 0.0
H -1.303124 0.817171 -2.443658 -0.1 0.2 0.2
H -1.217875 -1.837917 -1.548828 0.2 -0.2 0.1
H -2.228122 -0.734459 -0.880028 -0.1 -0.1 0.0
C -7.734627 -1.003208 2.586599 0.1 0.0 0.0
C -6.227766 -0.931133 2.534413 -0.1 0.0 0.0
C -5.520322 -0.048000 3.341633 -0.1 0.0 0.0
C -4.133077 0.030625 3.320785 0.1 0.1 0.1
C -3.457927 1.009817 4.259377 0.0 -0.1 0.0
C -3.443653 -0.800698 2.421216 0.0 0.0 0.0
C -4.128156 -1.711716 1.600972 0.1 -0.1 -0.1
C -3.432784 -2.684984 0.666273 -0.1 0.1 0.0
C -5.511271 -1.760359 1.678912 -0.1 -0.1 -0.1
C -1.974126 -0.702493 2.298037 0.1 0.0 0.5
O -1.333193 -0.692339 3.444136 -0.2 -0.1 -0.2
O -1.424342 -0.630308 1.196997 0.5 0.4 -0.1
H -8.139322 -0.345654 3.356565 0.0 0.0 -0.1
H -8.065255 -2.023208 2.798876 0.0 0.1 0.0
H -8.169685 -0.713482 1.626007 0.0 0.0 0.1
H -6.066629 0.604580 4.016880 0.0 -0.1 0.0
H -4.154966 1.804233 4.530044 0.0 -0.1 0.0
H -2.567844 1.471639 3.833759 -0.1 -0.1 0.1
H -3.148542 0.507869 5.179311 0.0 0.0 -0.1
H -2.365371 -2.775607 0.853402 0.0 0.0 0.0
H -3.571060 -2.380750 -0.377066 0.0 -0.1 0.1
H -3.878422 -3.673828 0.769831 0.0 0.0 0.0
H -6.045907 -2.475671 1.057379 0.0 0.1 0.1
```
Forces are in eV/Å.

Summary:
Total charge: +1
2S+1: 2
E_tot (eV): -83886.19493
HOMO-LUMO gap (alpha / beta) (eV): 6.16 / 6.07
HOMO energy (alpha / beta) (eV): -10.2 / -10.2
ΔE to the lowest compared entry with this formula, charge and spin (kJ/mol): 79.7
Max |F| (Eh/bohr): 0.032

Mulliken atomic charge list, values in e, 99 entries: 2.376, -0.682, -0.159, 0.856, -0.621, -2.286, 2.025, -0.946, 0.441, -0.923, -1.190, -1.488, -0.509, 1.182, 0.459, 0.232, 0.138, 0.718, 0.596, 0.484, 0.883, 0.782, -1.576, 2.748, -1.967, 0.080, -0.317, -1.487, -0.492, 0.875, 0.980, -1.821, -1.489, -0.600, 0.680, -1.122, 0.368, -2.023, -0.933, -1.025, 0.639, 3.212, -1.025, -0.600, -2.519, 0.371, 0.304, 0.442, -1.453, 0.589, 0.455, 0.365, 0.479, 0.410, 0.347, -0.139, 0.479, 0.420, 0.431, 0.374, 0.378, 0.434, 1.344, 0.542, 0.614, -0.423, 0.476, 0.452, -0.559, 0.123, 0.591, 0.476, 0.444, 0.480, -1.724, 1.584, -1.741, -1.645, 0.124, -0.397, 0.477, 0.302, 0.351, 0.457, 0.384, 0.361, 0.553, 0.302, 0.295, 0.197, 0.300, -0.384, -1.494, 0.702, -1.058, 0.706, -1.594, 0.422, 1.126

> The lowest 2S+1 belongs to which entry?

C43H59BrCl2F3N10O3